# 1
Here is a 2-piece molecular cluster, C16H17N overall in a non-equilibrium geometry from OMol25. Energies are from wB97M-V/def2-TZVPD.

```
34
Properties=species:S:1:pos:R:3:forces:R:3:mulliken_charge:R:1
C 1.372422 -2.088982 -2.669469 2.31 -0.21 0.86 -1.384
C 0.650611 0.079865 -1.662954 0.46 1.04 0.15 -0.157
C 0.477397 -0.901126 -2.625324 -0.61 -0.65 0.15 0.775
C -0.156854 1.228246 -1.600729 0.36 -0.29 -0.62 -0.575
C -1.235109 1.286494 -2.440915 -1.46 -1.15 -1.40 -0.470
C -0.625590 -0.830880 -3.477575 -0.02 0.12 0.16 -0.567
C -1.475578 0.241462 -3.360267 -0.28 0.65 0.38 -0.489
H 1.473892 0.003224 -0.956238 0.01 -0.06 -0.14 0.425
H 0.065780 2.107171 -1.018240 0.16 -0.31 0.64 0.456
H 1.647117 -2.464964 -1.666528 -0.97 -0.20 -0.10 0.261
H 2.418822 -1.816454 -2.910330 -0.44 0.31 -0.66 0.326
H -2.068025 1.983884 -2.434336 0.65 0.62 0.40 0.358
H -0.871042 -1.628671 -4.171876 0.27 0.03 0.01 0.332
H -2.378357 0.294136 -3.962153 0.12 -0.04 -0.02 0.348
H 1.125718 -2.916397 -3.330317 -0.43 0.15 0.07 0.349
C 1.768914 -1.741198 2.401946 0.47 -0.49 0.88 -1.372
C -0.030984 0.095205 1.832946 -0.08 -0.83 1.63 1.098
C 1.158995 -0.394084 2.535819 -0.28 0.54 -0.65 0.399
C -0.147114 1.431079 2.171490 0.19 0.77 -0.55 -0.195
C 1.677068 0.658432 3.215321 -0.33 -0.62 0.18 -0.645
C -1.123403 -0.593226 1.276067 1.38 -0.03 -1.73 -0.362
C -2.119731 0.164909 0.717835 -0.50 1.32 1.54 -0.674
C -2.145036 1.571688 0.964061 -1.00 -0.52 -0.61 -0.470
C -1.178613 2.240868 1.649818 1.17 -0.41 0.81 -0.712
N 0.911081 1.816061 3.017918 -0.79 -0.11 -0.88 -0.307
H -0.946838 -1.641246 1.037540 -0.58 0.00 0.22 0.283
H -3.034239 -0.192123 0.293437 -0.03 -0.71 -0.46 0.418
H -3.034630 2.088697 0.613827 0.27 0.18 -0.15 0.395
H 2.282951 -2.029130 3.332159 0.19 0.34 -0.25 0.408
H 2.496282 -1.796511 1.589010 -0.17 -0.11 -0.06 0.238
H 2.596420 0.585813 3.777335 -0.14 0.55 0.24 0.430
H 0.511058 2.386824 3.749911 0.94 0.11 0.42 0.280
H -1.106835 3.314216 1.789520 -0.49 -0.04 0.04 0.434
H 1.043451 -2.543285 2.321290 -0.34 0.03 -0.50 0.367
```
Positions in Å, forces in eV/Å.

Results
structure (SMILES)	Cc1c[nH]c2ccccc12.Cc1ccccc1
energy relative to the best compared isomer or geometry (same formula, charge and spin)	25.83	kcal/mol
E_LUMO	0.902	eV
net charge	0
orbital gap	9.0	eV
spin multiplicity	1

# 2
Here is a 2-piece molecular cluster, CH3FOS overall in a non-equilibrium geometry from OMol25. Energies are from wB97M-V/def2-TZVPD.

```
7
Properties=species:S:1:pos:R:3:forces:R:3:mulliken_charge:R:1
C 0.383246 -0.079126 -0.877563 2.44 5.38 -2.08 -0.710
O -0.309556 0.105182 1.943031 1.87 2.83 -2.44 -0.301
F -1.439146 -0.573594 2.071263 -2.09 -1.21 0.17 -0.026
S -0.413361 1.421969 -0.236732 0.48 -2.00 2.47 0.117
H -0.339658 -0.712414 -1.117192 -2.71 -2.81 -1.82 0.304
H 0.936256 -0.451128 -0.121329 1.91 -1.19 2.67 0.311
H 1.182218 0.289110 -1.661477 -1.91 -1.00 1.02 0.306
```
Positions in Å, forces in eV/Å.

Results
energy relative to the best compared isomer or geometry (same formula, charge and spin)	163.75	kcal/mol
E_LUMO (spin up / spin down)	-3.031 / -3.033	eV
net charge	0
orbital gap (spin up / spin down)	7.0 / 7.0	eV
spin multiplicity	1

# 3
Here is a 6-piece molecular cluster, C26H52BBrNO9 overall in a non-equilibrium geometry from OMol25. Energies are from wB97M-V/def2-TZVPD.

```
90
Properties=species:S:1:pos:R:3:forces:R:3:mulliken_charge:R:1
C 5.307538 -1.420952 4.026835 -0.22 0.26 -0.95 -1.210
C 4.118257 -0.365121 3.647870 1.56 -1.02 0.24 -0.036
C 2.890057 -0.449968 4.683138 -0.66 1.73 -1.05 -0.532
Br 3.399125 -1.279409 6.454827 -0.36 0.58 -0.84 -0.143
N 1.646092 -1.058598 4.152800 1.64 0.43 -0.27 0.248
C 1.803223 -2.484750 3.744633 -0.32 -1.45 -0.57 -0.324
C 1.272548 -3.550878 4.840235 0.64 -3.56 3.08 0.160
O 0.018661 -3.602381 5.065656 2.30 0.81 -1.02 -0.629
O 2.160475 -4.409908 5.470006 -2.88 4.08 -3.34 -0.754
B 0.970594 -0.221437 3.116597 -1.62 0.16 0.08 0.162
O 1.504798 0.165160 1.830128 -1.15 -1.53 1.10 -0.211
O -0.383497 0.235075 3.407371 2.82 0.48 0.23 -0.321
C -0.425885 0.983603 4.646666 -0.96 0.01 1.10 -0.686
H 5.922851 -0.980952 4.883112 -0.78 -0.99 -1.19 0.330
H 5.956432 -1.574662 3.081523 -0.78 0.46 1.55 0.339
H 4.887048 -2.468705 4.267046 0.63 1.85 -0.06 0.337
H 3.845520 -0.604534 2.563269 -0.25 0.38 1.72 0.085
H 4.568659 0.701013 3.624767 -0.81 -1.68 0.25 0.336
H 2.621739 0.642803 4.957051 0.41 -1.80 -0.24 0.437
H 2.864483 -2.802920 3.472631 -1.23 0.76 0.32 0.093
H 1.145217 -2.652208 2.805384 0.91 0.10 1.40 0.329
H 1.312437 -0.560317 1.196849 0.41 0.67 0.36 0.194
H -1.539736 1.130565 4.900958 1.73 -0.02 -0.44 0.231
H 0.032865 0.438813 5.545204 -0.46 0.46 -1.45 0.284
H 0.096821 1.996579 4.544009 -0.79 -1.23 0.02 0.247
C 1.754963 1.706429 -2.920669 -0.30 -0.24 -0.25 0.042
C 1.820391 2.718869 -1.799030 0.03 0.45 0.02 -0.413
C 2.678407 2.000442 -0.776315 -0.07 -0.28 0.33 0.226
O 3.573901 1.150929 -1.508945 -0.19 0.14 -0.23 -0.437
C 3.140703 1.093558 -2.874567 0.33 -0.06 0.02 -0.481
H 1.514040 2.142027 -3.892198 0.01 -0.06 0.04 0.068
H 1.001755 0.945075 -2.689949 0.05 0.01 -0.04 0.145
H 2.330565 3.624192 -2.145842 -0.06 -0.01 0.03 0.316
H 0.842560 3.006991 -1.408124 0.08 0.00 0.03 0.144
H 2.070963 1.364283 -0.124800 0.04 0.21 0.03 -0.350
H 3.253139 2.689651 -0.152910 0.05 -0.12 -0.02 0.318
H 3.850778 1.672855 -3.476074 -0.04 0.00 -0.11 0.308
H 3.153755 0.057531 -3.221681 0.04 0.01 0.11 0.192
C -3.430145 -4.248066 5.460128 0.22 0.09 0.51 -0.337
C -3.855380 -5.392855 4.568493 0.16 -0.24 -0.31 -0.586
C -5.209881 -4.922510 4.074074 -0.26 0.13 0.03 -0.422
O -5.160462 -3.491066 4.028149 -0.02 -0.25 0.04 -0.436
C -3.978545 -3.048429 4.715529 0.21 0.21 -0.24 -0.210
H -2.351815 -4.192985 5.620630 0.00 0.06 -0.10 0.269
H -3.918478 -4.337286 6.437109 -0.01 0.02 -0.04 0.230
H -3.161309 -5.484144 3.726732 -0.02 -0.02 0.09 0.261
H -3.899615 -6.356024 5.080376 -0.02 0.06 -0.03 0.357
H -6.008172 -5.208570 4.768447 -0.03 -0.12 -0.01 0.251
H -5.453961 -5.313379 3.082760 -0.06 0.11 0.00 0.264
H -3.267914 -2.690315 3.963565 0.08 0.02 0.13 0.130
H -4.228888 -2.219074 5.381188 -0.09 -0.02 -0.09 0.257
C -3.335739 3.396278 0.859550 -0.28 -0.03 -0.33 -0.599
C -2.478281 2.463912 1.686836 -0.04 -0.18 0.39 -0.317
C -1.083029 2.820010 1.217240 0.36 -0.11 -0.10 0.155
O -1.110412 4.206953 0.845467 -0.36 -0.03 -0.02 -0.458
C -2.474648 4.642895 0.794664 0.23 0.24 0.12 -0.459
H -4.322493 3.582180 1.287823 0.06 0.01 -0.03 0.355
H -3.470746 2.982511 -0.145631 -0.03 0.05 0.05 0.254
H -2.587396 2.704266 2.749523 0.03 -0.08 -0.06 0.220
H -2.717054 1.408363 1.549713 0.09 0.08 0.05 0.329
H -0.802054 2.241128 0.330770 0.03 -0.11 0.08 -0.054
H -0.328088 2.661662 1.989706 -0.01 0.03 -0.14 -0.022
H -2.651295 5.292567 1.659232 -0.11 0.04 -0.03 0.275
H -2.642005 5.222531 -0.116547 0.11 0.02 0.03 0.293
C -1.803223 3.524181 -7.161034 -0.34 -0.29 -0.18 -0.519
C -1.737266 4.537430 -6.040251 0.03 0.46 0.02 -0.584
C -0.878125 3.820516 -5.017533 0.07 -0.21 0.33 -0.335
O 0.016949 2.971622 -5.749648 -0.28 0.15 -0.22 -0.359
C -0.416820 2.912675 -7.114817 0.37 -0.01 -0.02 -0.471
H -2.044848 3.958510 -8.132801 0.04 -0.04 0.05 0.343
H -2.555561 2.762898 -6.929357 0.05 0.05 -0.06 0.260
H -1.227876 5.442348 -6.387854 -0.06 -0.04 0.05 0.281
H -2.714681 4.825111 -5.649128 0.08 -0.03 0.00 0.331
H -1.484707 3.184219 -4.364402 -0.03 0.08 0.06 0.241
H -0.303236 4.510227 -4.395235 0.05 -0.13 -0.03 0.274
H 0.292318 3.491358 -7.716906 -0.04 -0.04 -0.09 0.274
H -0.402961 1.876476 -7.460644 0.08 0.02 0.10 0.236
C 0.717922 -2.235505 -6.140214 0.19 0.20 -0.36 -0.645
C 0.773280 -3.634750 -5.568157 -0.29 -0.36 0.01 -0.550
C 1.593086 -3.428341 -4.309340 0.29 0.05 0.23 -0.493
O 1.326896 -2.094617 -3.855628 -0.09 -0.12 -0.34 -0.347
C 0.627078 -1.387172 -4.887388 -0.14 0.18 0.30 -0.053
H -0.115763 -2.073352 -6.825963 0.04 0.01 0.06 0.366
H 1.648502 -2.015457 -6.674142 -0.08 0.02 0.01 0.298
H -0.236189 -3.968495 -5.306081 0.08 -0.02 -0.02 0.260
H 1.210543 -4.370236 -6.245850 -0.01 0.04 0.07 0.336
H 2.665939 -3.504342 -4.516358 0.00 -0.10 -0.01 0.283
H 1.339243 -4.141519 -3.521782 0.04 0.13 0.03 0.270
H -0.412902 -1.266878 -4.564349 -0.02 0.08 -0.08 0.221
H 1.067967 -0.396204 -5.018127 -0.01 -0.04 0.12 0.042
```
Positions in Å, forces in eV/Å.

Results
E_LUMO	1.869	eV
net charge	-1
orbital gap	6.1	eV
spin multiplicity	1

Total energy (eV)
-18357.222 -16678.387 -118441.561